Formula: C27H32ClN7S
Source: the OMol25 dataset
Level of theory: ωB97M-V with the def2-TZVPD basis set

Computed properties:
Total charge   0
Lowest unoccupied orbital energy   0.334 eV
E_tot   -2289.75885 Eh
ΔE to the lowest compared entry with this formula, charge and spin   19.03 kJ/mol
HOMO-LUMO gap   0.29352 Eh

Atoms and positions in Å:
C1 0.713 1.216 -6.463
C2 1.303 0.052 -5.744
C3 1.593 -1.151 -6.293
S1 2.263 -2.231 -5.111
C4 2.088 -0.925 -3.930
N1 1.589 0.164 -4.412
N2 2.437 -1.085 -2.641
C5 3.151 -2.243 -2.171
H1 2.940 -3.082 -2.838
C6 2.710 -2.626 -0.754
N3 2.594 -1.463 0.118
C7 1.556 -1.397 1.040
C8 0.776 -0.250 1.184
C9 -0.202 -0.219 2.163
N4 -1.081 0.758 2.557
C10 -1.844 0.196 3.557
N5 -1.502 -1.036 3.832
C11 -0.469 -1.331 2.992
C12 0.308 -2.476 2.868
C13 1.306 -2.481 1.921
Cl1 2.330 -3.883 1.910
H2 0.151 -3.324 3.515
C14 -2.928 0.875 4.257
C15 -2.820 2.173 4.754
C16 -3.907 2.719 5.416
N6 -5.046 2.077 5.611
C17 -5.138 0.834 5.166
C18 -4.119 0.187 4.490
H3 -4.226 -0.829 4.145
H4 -6.080 0.339 5.363
H5 -3.865 3.725 5.814
H6 -1.903 2.734 4.662
C19 -1.316 1.990 1.852
H7 -0.442 2.198 1.232
C20 -2.540 1.900 0.936
H8 -3.459 1.967 1.522
H9 -2.533 0.935 0.425
C21 -2.498 3.024 -0.099
N7 -1.318 2.907 -0.925
C22 -0.952 4.120 -1.636
C23 0.042 3.619 -2.674
H10 0.203 4.330 -3.480
H11 0.998 3.404 -2.195
C24 -0.617 2.323 -3.146
H12 0.108 1.602 -3.521
H13 -1.331 2.544 -3.941
C25 -1.362 1.819 -1.902
H14 -0.877 0.935 -1.472
H15 -2.397 1.542 -2.149
H16 -0.521 4.841 -0.937
H17 -1.819 4.590 -2.132
H18 -2.451 3.985 0.421
H19 -3.427 3.007 -0.697
H20 -1.442 2.812 2.558
H21 0.923 0.604 0.544
C26 3.125 -0.256 -0.464
H22 4.196 -0.410 -0.632
C27 2.447 0.093 -1.792
H23 1.412 0.411 -1.635
H24 2.974 0.913 -2.296
H25 3.023 0.568 0.242
H26 3.449 -3.333 -0.358
H27 1.742 -3.134 -0.802
H28 4.236 -2.064 -2.196
H29 1.460 -1.482 -7.301
H30 0.762 1.060 -7.537
H31 1.253 2.122 -6.200
H32 -0.328 1.346 -6.171

Formula: C5H9NO2
Source: the OMol25 dataset
Level of theory: ωB97M-V with the def2-TZVPD basis set

Computed properties:
Total charge   0
Lowest unoccupied orbital energy   0.537 eV
E_tot   -400.86989 Eh
ΔE to the lowest compared entry with this formula, charge and spin   805.69 kJ/mol
HOMO-LUMO gap   0.30811 Eh

Atoms and positions in Å:
C1 1.442 0.972 0.215
C2 0.038 0.908 0.456
C3 -1.928 0.028 0.096
C4 -1.052 -0.850 1.067
C5 0.433 -0.571 0.278
H1 1.182 0.202 -1.852
H2 2.816 0.927 -1.351
H3 2.416 1.152 0.867
H4 -0.151 0.890 1.581
H5 -2.803 0.442 0.687
H6 -2.103 -0.771 -0.701
H7 -1.122 -2.012 0.666
H8 -0.983 -0.578 2.155
H9 0.853 -1.874 -1.427
N1 1.724 1.070 -1.296
O1 -1.032 1.132 -0.406
O2 0.270 -1.067 -1.035

Formula: C4H4N2S
Source: the OMol25 dataset
Level of theory: ωB97M-V with the def2-TZVPD basis set

Computed properties:
Total charge   0
Lowest unoccupied orbital energy   -0.269 eV
E_tot   -662.37748 Eh
ΔE to the lowest compared entry with this formula, charge and spin   388.97 kJ/mol
HOMO-LUMO gap   0.30961 Eh

Atoms and positions in Å:
C1 0.983 -1.329 0.315
C2 0.178 -1.971 -0.297
C3 -1.633 0.725 0.665
C4 0.555 1.042 -0.252
N1 -0.363 1.106 0.546
N2 1.533 1.094 -0.935
S1 -2.464 -0.225 -0.365
H1 1.730 -0.909 0.925
H2 -0.556 -2.450 -0.878
H3 -2.107 1.118 1.560
H4 2.145 1.798 -1.285

Formula: C3H6ClFO
Source: the OMol25 dataset
Level of theory: ωB97M-V with the def2-TZVPD basis set

Computed properties:
Total charge   0
Lowest unoccupied orbital energy   0.768 eV
E_tot   -753.06667 Eh
ΔE to the lowest compared entry with this formula, charge and spin   369.59 kJ/mol
HOMO-LUMO gap   0.40826 Eh

Atoms and positions in Å:
C1 1.313 -1.014 -1.786
C2 -0.823 -0.852 -0.537
C3 -0.520 0.550 -0.067
H1 2.477 -1.548 -1.780
H2 0.640 -1.294 -2.569
H3 1.243 0.286 -1.506
H4 -1.681 -1.576 -0.081
H5 -1.417 -0.685 -1.511
H6 -0.108 1.070 -0.907
O1 0.497 -1.549 -0.586
F1 -1.470 1.481 0.379
Cl1 0.487 0.630 1.410

Formula: C15H22N2S
Source: the OMol25 dataset
Level of theory: ωB97M-V with the def2-TZVPD basis set

Computed properties:
Total charge   0
Lowest unoccupied orbital energy   0.678 eV
E_tot   -1092.51007 Eh
ΔE to the lowest compared entry with this formula, charge and spin   0.00 kJ/mol
HOMO-LUMO gap   0.31667 Eh

Atoms and positions in Å:
C1 -2.435 -1.906 -1.960
H1 -2.281 -1.209 -2.782
H2 -3.504 -2.044 -1.823
H3 -1.988 -2.861 -2.223
C2 -1.817 -1.378 -0.669
N1 -0.383 -1.232 -0.834
C3 0.495 -1.434 0.169
N2 1.776 -1.037 -0.002
H4 2.359 -1.211 0.803
C4 2.280 -0.088 -0.973
C5 3.812 -0.105 -0.948
C6 4.379 0.491 0.338
C7 3.844 1.902 0.562
C8 2.319 1.890 0.599
C9 1.759 1.335 -0.708
H5 2.060 1.977 -1.538
H6 0.667 1.332 -0.660
H7 1.940 2.901 0.756
H8 1.974 1.274 1.432
H9 4.236 2.302 1.499
H10 4.182 2.552 -0.248
H11 5.468 0.509 0.273
H12 4.116 -0.134 1.195
H13 4.160 -1.133 -1.071
H14 4.172 0.476 -1.799
H15 1.955 -0.414 -1.972
S1 0.094 -2.225 1.569
H16 -0.089 -0.671 -1.619
C10 -2.414 -0.054 -0.243
C11 -3.027 0.072 0.996
C12 -3.532 1.293 1.410
C13 -3.426 2.403 0.591
C14 -2.812 2.288 -0.645
C15 -2.308 1.068 -1.057
H17 -1.831 0.994 -2.026
H18 -2.722 3.152 -1.288
H19 -3.817 3.357 0.914
H20 -4.005 1.377 2.377
H21 -3.097 -0.789 1.643
H22 -1.959 -2.110 0.132

Formula: C4H8O5
Source: the OMol25 dataset
Level of theory: ωB97M-V with the def2-TZVPD basis set

Computed properties:
Total charge   0
Lowest unoccupied orbital energy   0.482 eV
E_tot   -533.37188 Eh
ΔE to the lowest compared entry with this formula, charge and spin   193.71 kJ/mol
HOMO-LUMO gap   0.35231 Eh

Atoms and positions in Å:
C1 1.870 0.882 -0.114
C2 1.073 -0.024 0.850
C3 0.314 -0.901 0.201
C4 -1.585 0.701 -0.063
O1 -0.458 -1.870 0.823
O2 0.337 -0.967 -1.170
O3 -1.880 0.728 1.237
O4 -2.261 -0.252 -0.784
O5 -0.950 1.524 -0.621
H1 2.465 1.596 0.516
H2 2.689 0.375 -0.546
H3 1.038 0.178 1.848
H4 -0.192 -2.673 0.403
H5 0.070 -0.177 -1.627
H6 -1.693 -0.173 1.554
H7 -2.145 -0.405 -1.696
H8 1.307 1.456 -0.812

Formula: C4H16N2O5
Source: the OMol25 dataset
Level of theory: ωB97M-V with the def2-TZVPD basis set

Computed properties:
Total charge   0
Lowest unoccupied orbital energy   0.084 eV
E_tot   -647.67541 Eh
ΔE to the lowest compared entry with this formula, charge and spin   248.51 kJ/mol
HOMO-LUMO gap   0.36189 Eh

Atoms and positions in Å:
C1 -0.948 -0.011 2.303
C2 -1.476 0.017 0.817
C3 -1.938 -1.370 0.506
O1 -2.388 -1.543 -0.856
N1 -0.320 0.325 -0.040
C4 -0.134 1.656 -0.161
N2 1.199 1.984 -0.500
O2 -0.944 2.608 -0.032
H1 -0.167 0.626 2.480
H2 -1.761 0.160 3.063
H3 -0.583 -1.035 2.701
H4 -2.347 0.751 0.343
H5 -1.127 -2.137 0.674
H6 -2.886 -1.536 1.075
H7 -1.623 -1.618 -1.506
H8 0.240 -0.377 -0.272
H9 1.483 2.955 -0.384
H10 1.805 1.196 -0.303
H11 2.561 -1.258 -1.151
H12 2.433 -0.152 -2.135
O3 1.867 -0.672 -1.508
H13 -1.186 0.521 -2.047
H14 -1.452 1.018 -3.454
O4 -0.932 0.412 -3.011
H15 3.812 -0.316 1.630
H16 2.989 -1.158 0.735
O5 3.822 -1.046 1.032

Formula: C3HBr
Source: the OMol25 dataset
Level of theory: ωB97M-V with the def2-TZVPD basis set

Computed properties:
Total charge   0
Lowest unoccupied orbital energy (spin up / spin down)   -1.516 / -3.759 eV
E_tot   -2688.63754 Eh
ΔE to the lowest compared entry with this formula, charge and spin   263.78 kJ/mol
HOMO-LUMO gap (spin up / spin down)   0.35179 / 0.18824 Eh

Atoms and positions in Å:
C1 2.077 -0.417 -0.021
C2 0.984 0.224 -0.241
C3 0.010 0.956 0.063
Br1 -2.035 -2.132 -0.058
H1 -1.037 1.369 0.257

Formula: C63H48N5O18PS2
Source: the OMol25 dataset
Level of theory: ωB97M-V with the def2-TZVPD basis set

Computed properties:
Total charge   0
Lowest unoccupied orbital energy   -2.128 eV
E_tot   -5194.74388 Eh
HOMO-LUMO gap   0.23397 Eh

Atoms and positions in Å:
N1 -0.346 -7.458 -5.696
P1 -0.362 -6.721 -4.275
O1 -1.780 -7.090 -3.395
O2 1.006 -7.235 -3.344
C1 -0.183 -4.828 -4.426
C2 0.648 -4.080 -3.340
N2 0.871 -2.670 -3.262
C3 0.193 -2.033 -4.361
C4 0.284 -0.450 -4.427
C5 -0.372 0.419 -5.525
C6 -0.209 2.034 -5.412
C7 -1.540 2.587 -4.694
C8 -1.308 2.963 -3.120
S1 -1.406 1.492 -1.991
C9 0.192 1.177 -1.131
S2 0.551 -0.432 -0.744
N3 1.173 2.193 -0.715
C10 1.820 3.290 -1.428
C11 2.772 3.987 -0.391
N4 2.714 3.271 0.908
C12 1.756 2.239 0.621
C13 -1.146 -0.311 -6.678
C14 -1.253 -1.875 -6.637
C15 -0.609 -2.743 -5.483
N5 -0.806 -4.167 -5.530
H1 0.495 -8.076 -5.638
H2 -2.069 -6.331 -2.835
H3 0.841 -7.067 -2.383
H4 1.116 -4.723 -2.503
H5 0.870 0.099 -3.608
H6 0.733 2.210 -4.783
H7 -0.039 2.466 -6.471
H8 -2.349 1.772 -4.776
H9 -1.958 3.513 -5.252
H10 -0.382 3.619 -2.990
H11 -2.213 3.638 -2.849
H12 1.656 3.570 -2.518
H13 3.441 4.903 -0.556
H14 1.565 1.546 1.507
H15 -1.622 0.322 -7.497
H16 -1.854 -2.353 -7.496
C16 -1.591 2.323 5.445
C17 -0.395 1.786 5.199
C18 -0.239 0.666 4.246
O3 0.854 0.172 4.022
C19 -1.458 0.166 3.577
C20 -2.653 0.704 3.822
C21 -2.810 1.823 4.774
O4 -3.902 2.316 4.997
H17 -1.724 3.143 6.140
H18 0.507 2.140 5.680
H19 -1.326 -0.654 2.882
H20 -3.553 0.351 3.342
C22 1.386 -1.801 9.263
C23 1.530 -0.534 8.873
C24 1.665 -0.183 7.443
O5 1.799 0.976 7.086
C25 1.632 -1.289 6.463
C26 1.488 -2.557 6.854
C27 1.354 -2.908 8.283
O6 1.220 -4.063 8.641
H21 1.287 -2.076 10.306
H22 1.555 0.289 9.577
H23 1.731 -1.014 5.421
H24 1.463 -3.379 6.150
C28 -6.315 -0.596 3.563
C29 -7.604 -0.827 3.316
C30 -8.134 -2.204 3.229
O7 -9.311 -2.416 3.000
C31 -7.179 -3.316 3.428
C32 -5.890 -3.085 3.676
C33 -5.360 -1.707 3.763
O8 -4.182 -1.496 3.992
H25 -5.910 0.406 3.630
H26 -8.317 -0.026 3.168
H27 -7.584 -4.318 3.362
H28 -5.177 -3.887 3.824
C34 -0.272 5.533 -9.792
C35 -0.424 4.530 -8.926
C36 -1.757 3.958 -8.643
O9 -1.898 3.043 -7.849
C37 -2.914 4.538 -9.358
C38 -2.761 5.540 -10.224
C39 -1.428 6.113 -10.508
O10 -1.288 7.025 -11.299
H29 0.697 5.964 -10.011
H30 0.413 4.094 -8.395
H31 -3.882 4.106 -9.139
H32 -3.598 5.977 -10.756
C40 -11.187 -3.115 -0.478
C41 -10.149 -2.555 0.145
C42 -9.671 -1.205 -0.224
O11 -8.722 -0.693 0.343
C43 -10.389 -0.500 -1.307
C44 -11.427 -1.061 -1.930
C45 -11.904 -2.411 -1.561
O12 -12.852 -2.922 -2.128
H33 -11.549 -4.103 -0.222
H34 -9.613 -3.056 0.939
H35 -10.026 0.487 -1.563
H36 -11.963 -0.559 -2.725
C46 7.145 3.602 -1.845
C47 8.192 3.139 -1.160
C48 8.448 3.568 0.231
O13 9.404 3.148 0.856
C49 7.499 4.527 0.834
C50 6.452 4.989 0.150
C51 6.196 4.561 -1.242
O14 5.239 4.981 -1.867
H37 6.943 3.299 -2.865
H38 8.896 2.436 -1.587
H39 7.701 4.830 1.854
H40 5.747 5.693 0.577
C52 4.227 -2.704 -2.358
C53 5.077 -2.193 -3.249
C54 6.504 -1.992 -2.920
O15 7.280 -1.523 -3.732
C55 6.952 -2.380 -1.566
C56 6.102 -2.892 -0.674
C57 4.675 -3.093 -1.004
O16 3.898 -3.561 -0.191
H41 3.178 -2.857 -2.581
H42 4.765 -1.904 -4.245
H43 8.000 -2.227 -1.342
H44 6.414 -3.181 0.322
C58 5.179 0.121 8.184
C59 5.862 1.113 8.756
C60 6.895 0.842 9.778
O17 7.518 1.747 10.302
C61 7.141 -0.570 10.141
C62 6.458 -1.562 9.568
C63 5.425 -1.291 8.546
O18 4.802 -2.196 8.022
H45 4.418 0.301 7.434
H46 5.694 2.152 8.501
H47 7.901 -0.750 10.891
H48 6.625 -2.601 9.823

Formula: C2H4NO2S
Source: the OMol25 dataset
Level of theory: ωB97M-V with the def2-TZVPD basis set

Computed properties:
Total charge   -1
Lowest unoccupied orbital energy   3.728 eV
E_tot   -681.97205 Eh
ΔE to the lowest compared entry with this formula, charge and spin   304.69 kJ/mol
HOMO-LUMO gap   0.26481 Eh

Atoms and positions in Å:
C1 -2.208 -2.216 -0.185
C2 -1.436 0.178 0.296
N1 -1.735 -1.190 0.082
O1 1.404 0.707 0.793
O2 3.606 -0.322 0.059
S1 2.168 0.021 -0.278
H1 2.414 1.386 -1.444
H2 -2.175 0.694 0.871
H3 -1.718 0.553 -0.630
H4 -0.320 0.189 0.436

Formula: CH4BBrO2
Source: the OMol25 dataset
Level of theory: ωB97M-V with the def2-TZVPD basis set

Computed properties:
Total charge   0
Lowest unoccupied orbital energy   -0.477 eV
E_tot   -2789.75962 Eh
ΔE to the lowest compared entry with this formula, charge and spin   474.36 kJ/mol
HOMO-LUMO gap   0.24447 Eh

Atoms and positions in Å:
B1 1.892 -0.956 0.172
C1 -1.835 1.463 0.365
O1 0.780 -1.487 0.272
O2 3.014 -0.490 -0.109
Br1 -2.190 -0.569 0.034
H1 -2.837 1.912 0.585
H2 -1.611 1.660 -0.803
H3 -0.718 -1.014 0.405
H4 3.505 -0.519 -0.922

Formula: C14H29NSi2Ti
Source: the OMol25 dataset
Level of theory: ωB97M-V with the def2-TZVPD basis set

Computed properties:
Total charge   -2
Lowest unoccupied orbital energy (spin up / spin down)   4.189 / 4.817 eV
2S+1   3
E_tot   -2033.99299 Eh
HOMO-LUMO gap (spin up / spin down)   0.04605 / 0.23081 Eh

Atoms and positions in Å:
C1 0.858 -3.415 -1.712
C2 0.820 -3.610 -0.294
C3 1.707 -2.672 0.315
C4 2.277 -1.857 -0.740
C5 1.718 -2.301 -1.987
Ti1 0.004 -1.440 -0.671
N1 -1.054 -1.134 -2.213
C6 -2.161 -1.926 -1.657
C7 -1.821 -2.430 -0.250
H1 1.928 -2.596 1.375
H2 0.233 -4.356 0.241
H3 3.040 -1.102 -0.623
H4 1.960 -1.894 -2.966
H5 0.369 -4.039 -2.458
H6 -1.757 -3.520 -0.204
H7 -3.077 -1.310 -1.647
H8 -1.130 -0.872 -3.192
H9 -2.465 -2.030 0.539
H10 -2.405 -2.786 -2.310
C8 -0.934 2.854 -0.834
Si1 -1.493 1.479 0.353
C9 -1.989 2.234 2.020
C10 -3.149 0.899 -0.365
C11 -0.115 0.214 0.617
Si2 1.514 1.077 0.967
C12 1.337 2.629 2.048
C13 2.730 0.050 1.983
C14 2.327 1.627 -0.648
H11 -1.784 3.540 -0.973
H12 -0.682 2.440 -1.819
H13 -0.085 3.459 -0.497
H14 -2.791 2.967 1.854
H15 -2.385 1.452 2.682
H16 -1.178 2.739 2.552
H17 -3.124 0.710 -1.445
H18 -3.555 0.011 0.129
H19 -3.865 1.720 -0.199
H20 -0.356 -0.491 1.448
H21 0.926 2.379 3.033
H22 2.352 3.023 2.207
H23 0.733 3.438 1.623
H24 3.143 -0.824 1.474
H25 3.576 0.699 2.254
H26 2.267 -0.295 2.917
H27 2.519 0.797 -1.339
H28 1.721 2.367 -1.182
H29 3.295 2.093 -0.407